C26H53BFN2O4 | ωB97M-V/def2-TZVPD

The geometry in XYZ format:
```
87
C26H53BFN2O4 (ωB97M-V/def2-TZVPD)
C 7.5341 5.0957 0.6848
C 6.1684 5.2139 -0.0481
O 5.3233 6.1439 0.5257
B 4.0708 5.5911 1.1343
C 3.2489 6.9271 1.6789
C 3.0643 4.8298 0.0532
C 2.7558 5.7101 -1.1103
O 3.5859 6.0207 -1.8962
C 4.4562 4.6932 2.4862
C 3.9019 3.2878 2.6347
C 4.4428 2.2573 1.6532
F 2.5138 3.2475 2.6793
H 8.3596 5.4467 0.0745
H 7.4858 5.5755 1.6550
H 7.7379 4.0414 0.8818
H 6.3921 5.5445 -1.0672
H 5.7534 4.2067 -0.1279
H 2.3819 6.6677 2.2893
H 3.9437 7.4378 2.3540
H 3.0240 7.6476 0.8896
H 2.1141 4.6758 0.5638
H 3.4456 3.9087 -0.3884
H 1.7168 6.0744 -1.2751
H 5.5293 4.5929 2.6409
H 4.1029 5.2360 3.3659
H 4.2175 2.9270 3.6175
H 3.8014 2.1123 0.7918
H 4.4554 1.3020 2.1798
H 5.4726 2.4714 1.4005
C 0.1591 -2.8782 -1.0232
C 1.4556 -2.0814 -0.7220
C 1.9728 -2.4311 0.6771
C 1.1433 -1.8236 1.8044
C 0.9780 -0.3187 1.6071
C 0.4302 0.0458 0.2267
N 1.2025 -0.6195 -0.8679
O 2.3237 -0.0091 -1.0256
C -1.0574 -0.3447 0.1492
C 0.4531 1.5620 0.0681
C 2.4755 -2.5664 -1.7493
H 0.3736 -3.7937 -1.5752
H -0.3699 -3.1840 -0.1212
H -0.5298 -2.3065 -1.6439
H 3.0055 -2.0818 0.7803
H 2.0033 -3.5183 0.7890
H 0.1637 -2.3087 1.8635
H 1.6319 -2.0147 2.7628
H 0.3139 0.0807 2.3765
H 1.9463 0.1683 1.7589
H -1.4529 -0.1778 -0.8539
H -1.6426 0.2676 0.8372
H -1.2587 -1.3775 0.4265
H 1.4440 1.9841 0.2236
H -0.2039 2.0223 0.8059
H 0.1040 1.8626 -0.9223
H 2.1521 -2.3298 -2.7650
H 2.5849 -3.6486 -1.6717
H 3.4628 -2.1337 -1.5933
C -6.2277 -1.6621 -1.0090
C -5.0323 -2.4645 -1.5857
C -5.4789 -3.2476 -2.8237
C -6.3461 -4.4618 -2.5013
C -5.6644 -5.3547 -1.4684
C -5.2408 -4.6002 -0.2074
N -4.4620 -3.3694 -0.5393
O -3.2734 -3.7188 -0.8855
C -6.4894 -4.2464 0.6231
C -4.4248 -5.5286 0.6874
C -4.0173 -1.4075 -2.0138
H -6.2280 -0.6374 -1.3785
H -7.1949 -2.0866 -1.2804
H -6.1758 -1.5937 0.0773
H -4.5971 -3.5889 -3.3755
H -6.0212 -2.5785 -3.4956
H -7.3300 -4.1475 -2.1408
H -6.5292 -5.0333 -3.4138
H -6.3340 -6.1726 -1.1917
H -4.7878 -5.8198 -1.9309
H -6.2227 -3.6279 1.4814
H -6.9527 -5.1567 1.0056
H -7.2620 -3.7304 0.0581
H -3.5613 -5.9484 0.1742
H -5.0443 -6.3647 1.0128
H -4.0739 -5.0050 1.5784
H -3.6667 -0.8230 -1.1622
H -4.4768 -0.7205 -2.7243
H -3.1492 -1.8357 -2.5143
```

Output
E_LUMO (alpha / beta): 0.0656 / 0.0500 hartree
⟨S²⟩: 2.01
Multiplicity: 3
Net charge: -1
E_HOMO (alpha / beta): -4.23 / -4.23 eV
Frontier orbital gap (alpha / beta): 6.016 / 5.590 eV

=====

C26H53Br18GaIO2S | ωB97M-V/def2-TZVPD

The geometry in XYZ format:
```
102
C26H53Br18GaIO2S (ωB97M-V/def2-TZVPD)
C -0.0811 4.0150 1.2506
C -0.6257 2.9692 0.2479
S 0.0141 3.1431 -1.4391
C -1.0564 4.3166 -2.3445
Ga -2.0608 3.4780 -3.9114
I -2.8897 5.5387 -5.3849
C -0.8676 2.3895 -5.1765
C -0.7018 0.9276 -4.6973
C 0.4155 0.1483 -5.4285
O 1.5813 0.9348 -5.7381
C 2.2072 1.3853 -4.6352
C 2.9075 2.7147 -4.7946
O 2.2399 0.7734 -3.6232
H 0.8896 3.7285 1.6623
H -0.0788 5.0306 0.8503
H -0.7735 4.0186 2.1094
H -1.7167 3.0033 0.3052
H -0.2941 1.9885 0.6031
H -1.7670 4.8179 -1.6744
H -0.4159 5.1286 -2.7132
H -3.3251 2.6195 -3.4295
H 0.0721 2.8843 -5.4357
H -1.4394 2.3340 -6.1153
H -1.6286 0.4212 -4.9904
H -0.6322 0.8380 -3.6111
H 0.7145 -0.7651 -4.9039
H -0.0055 -0.1466 -6.3933
H 2.1526 3.4370 -5.1200
H 3.6418 2.6565 -5.6043
H 3.3640 3.0155 -3.8580
Br -0.2979 -3.8975 -3.4363
C -0.0969 -2.4923 -2.0977
C -1.4031 -2.1851 -1.4181
Br -2.5520 -1.1167 -2.5653
H 0.3270 -1.6285 -2.6056
H 0.6376 -2.8857 -1.3905
H -1.2323 -1.5727 -0.5348
H -1.9637 -3.0698 -1.1380
Br -4.8013 -4.0191 -0.0153
C -4.3095 -4.8730 1.6632
C -3.4211 -3.9817 2.4887
Br -1.6032 -3.9559 1.8006
H -3.8454 -5.8222 1.4127
H -5.2511 -5.0562 2.1786
H -3.3362 -4.3621 3.5062
H -3.7610 -2.9514 2.5188
Br 3.6480 2.3596 0.6756
C 4.9345 3.7197 0.1339
C 4.2708 5.0538 -0.0876
Br 3.3035 5.0894 -1.7731
H 5.4354 3.3430 -0.7526
H 5.6479 3.7797 0.9540
H 5.0181 5.8411 -0.1666
H 3.5581 5.3128 0.6894
Br 5.4976 5.6708 3.2422
C 4.5395 4.1361 3.9682
C 5.2164 3.5979 5.1994
Br 6.8065 2.5698 4.7469
H 4.4616 3.4044 3.1693
H 3.5463 4.5097 4.2104
H 4.5617 2.8996 5.7173
H 5.5296 4.3772 5.8874
Br 1.0876 -6.1586 2.7502
C 1.5420 -6.2011 0.8562
C 2.7010 -5.2896 0.5518
Br 2.1637 -3.4126 0.5065
H 0.6413 -5.9465 0.3035
H 1.8083 -7.2366 0.6529
H 3.0951 -5.4925 -0.4426
H 3.5026 -5.3712 1.2799
Br -3.8096 -1.0403 4.7133
C -4.9471 0.5075 4.3955
C -5.5133 0.4900 2.9992
Br -4.1809 1.0100 1.6813
H -4.3466 1.3880 4.6020
H -5.7448 0.4342 5.1328
H -6.3134 1.2226 2.9043
H -5.8830 -0.4880 2.7049
Br -0.6834 -3.2169 5.4542
C -1.4403 -4.8170 6.2589
C -0.6229 -5.2868 7.4321
Br 1.0061 -6.1794 6.8500
H -1.5183 -5.5605 5.4700
H -2.4394 -4.5277 6.5820
H -1.1703 -6.0342 8.0036
H -0.3231 -4.4774 8.0904
Br -4.5990 3.4477 -2.3042
C -6.2998 2.9259 -1.4284
C -6.9572 1.8088 -2.1886
Br -7.8226 2.4556 -3.8113
H -6.9253 3.8138 -1.3497
H -6.0203 2.5953 -0.4279
H -7.7573 1.3618 -1.6006
H -6.2570 1.0346 -2.4921
Br 6.3964 -5.5070 -1.7972
C 5.2095 -3.9618 -1.7211
C 5.7815 -2.7852 -2.4641
Br 7.1978 -1.9216 -1.4456
H 5.0291 -3.7550 -0.6709
H 4.2829 -4.2930 -2.1877
H 5.0210 -2.0187 -2.6042
H 6.2036 -3.0557 -3.4269
```

Output
E_LUMO: 0.0484 hartree
Net charge: -1
E_HOMO: -4.38 eV
Frontier orbital gap: 5.700 eV

=====

C26H53CsGeN2OPS | ωB97M-V/def2-TZVPD

The geometry in XYZ format:
```
86
C26H53CsGeN2OPS (ωB97M-V/def2-TZVPD)
Cs -0.1500 0.5854 0.9648
C 2.8711 1.6947 2.9173
C 3.1365 0.4240 3.7335
C 2.6779 0.6458 5.1715
C 2.4827 -0.7723 3.0664
C 1.2953 -1.3403 3.5206
C 0.7226 -2.4180 2.8555
C 1.3070 -2.9644 1.7159
C 0.6751 -4.1354 1.0115
C 2.4872 -2.3881 1.2551
C 3.0607 -1.3154 1.9217
H 3.4461 2.5340 3.3163
H 1.8118 1.9520 3.0006
H 3.1339 1.5706 1.8641
H 4.2161 0.2300 3.7333
H 1.6181 0.9183 5.1781
H 3.2424 1.4666 5.6188
H 2.8280 -0.2446 5.7872
H 0.7844 -0.9130 4.3722
H -0.2135 -2.8241 3.2252
H 1.2078 -4.3801 0.0911
H -0.3649 -3.9244 0.7540
H 0.6795 -5.0229 1.6484
H 2.9618 -2.7856 0.3647
H 3.9802 -0.8835 1.5390
C -1.9150 3.6245 -2.1576
P -0.1494 3.7320 -1.8392
C 0.6480 3.4114 -3.4187
C 0.1678 5.4700 -1.4464
O 0.3261 2.8481 -0.7337
H -2.2098 4.2947 -2.9676
H -2.4630 3.8810 -1.2502
H -2.1264 2.5892 -2.4394
H 0.2784 4.0790 -4.1986
H 0.4274 2.3713 -3.6750
H 1.7257 3.5345 -3.3057
H -0.1832 6.1412 -2.2317
H 1.2388 5.6098 -1.2967
H -0.3408 5.7025 -0.5100
C -2.5995 3.6806 2.1324
Ge -1.1329 3.5189 3.4720
C -1.6841 4.7369 4.9443
C 0.3632 4.4699 2.5778
C -0.7024 1.6897 3.9018
H -2.7815 4.7309 1.8861
H -3.5280 3.2465 2.5075
H -2.3275 3.1584 1.2113
H -1.8872 5.7454 4.5729
H -0.8941 4.7992 5.6958
H -2.5848 4.3592 5.4326
H 0.0960 5.5148 2.3927
H 0.6004 4.0026 1.6182
H 1.2636 4.4570 3.1957
H -1.2783 1.4564 4.8193
C -2.5139 -3.6888 -3.9448
C -3.5456 -2.8115 -3.2477
C -3.6420 -3.0721 -1.7447
C -2.3590 -2.8093 -0.9568
N -1.8689 -1.4280 -1.0441
C -0.8873 -1.1505 -2.0604
S -1.1866 0.1175 -3.1894
N 0.4386 -1.3645 -1.5541
C 1.5185 -1.4403 -2.5181
C 1.3774 -2.5372 -3.5723
C 1.3316 -3.9372 -2.9760
C 1.2499 -5.0299 -4.0341
H -2.5530 -3.5609 -5.0278
H -2.6730 -4.7499 -3.7229
H -1.5084 -3.4165 -3.6191
H -4.5335 -2.9730 -3.6913
H -3.2839 -1.7640 -3.4173
H -3.9587 -4.1071 -1.5651
H -4.4266 -2.4343 -1.3198
H -1.5574 -3.4695 -1.2993
H -2.5454 -3.0630 0.0945
H -2.6526 -0.8025 -1.1944
H 0.4371 -2.1686 -0.9353
H 2.4426 -1.5954 -1.9473
H 1.5907 -0.4709 -3.0143
H 2.2216 -2.4670 -4.2693
H 0.4706 -2.3388 -4.1527
H 0.4683 -4.0179 -2.3069
H 2.2198 -4.0935 -2.3497
H 0.3529 -4.9059 -4.6443
H 1.2178 -6.0266 -3.5888
H 2.1130 -4.9880 -4.7031
```

Output
E_LUMO (alpha / beta): 0.0766 / 0.0768 hartree
Net charge: -1
E_HOMO (alpha / beta): -3.51 / -1.89 eV
ΔE to the lowest compared entry with this formula, charge and spin: 12.9 kJ/mol
Frontier orbital gap (alpha / beta): 5.597 / 3.977 eV

=====

C26H53N2O13PS2 | ωB97M-V/def2-TZVPD

The geometry in XYZ format:
```
97
C26H53N2O13PS2 (ωB97M-V/def2-TZVPD)
C 4.4766 -2.4281 -1.6838
O 4.9927 -1.3814 -2.4974
C 4.3939 -0.1496 -2.1934
N 2.9440 -0.1846 -2.4378
C 2.6612 0.2735 -3.8023
C 1.5362 -0.4958 -4.5281
C 1.1437 0.3678 -5.7066
O 0.4832 -0.3688 -6.7214
O -0.6665 0.3455 -7.1581
O 0.4827 -0.8033 -3.6640
C -0.5082 -1.6283 -4.2824
C -1.0225 -2.7675 -3.3850
C -2.5699 -2.9082 -3.4308
C -3.3188 -2.2758 -2.2605
S -2.4966 -0.7913 -1.6245
C -3.7793 0.1107 -0.7530
S -3.8987 -0.1590 0.8378
N -4.6361 1.0444 -1.3635
C -5.9538 0.5121 -1.7090
C -6.0547 -0.0442 -3.1485
O -4.8274 -0.1358 -3.8177
C -4.1415 1.0937 -3.8375
C -4.0326 1.7694 -2.4653
P 2.2712 0.9955 -1.3345
O 2.5864 0.3417 0.1214
O 0.6717 0.7596 -1.3212
H 3.6636 -2.9130 -2.2014
H 5.2653 -3.1315 -1.4735
H 4.0992 -2.0715 -0.7320
H 4.6096 0.0766 -1.1502
H 4.8739 0.6145 -2.7870
H 2.3190 1.3160 -3.7299
H 3.5208 0.1959 -4.4456
H 1.9945 -1.4019 -4.9296
H 0.5812 1.2315 -5.3737
H 2.0623 0.7599 -6.1363
H -1.2727 0.3454 -6.4010
H -0.1051 -2.0725 -5.1829
H -1.3302 -0.9890 -4.5859
H -0.6586 -3.6719 -3.8466
H -0.6686 -2.6917 -2.3688
H -2.8195 -3.9594 -3.3920
H -2.9393 -2.5490 -4.3774
H -4.3213 -2.0553 -2.5782
H -3.3863 -2.9810 -1.4440
H -6.6740 1.3143 -1.6153
H -6.2081 -0.2537 -0.9987
H -6.7824 0.5261 -3.7222
H -6.4499 -1.0474 -3.0893
H -3.1598 0.8805 -4.2312
H -4.6292 1.7492 -4.5577
H -4.5175 2.7357 -2.5318
H -2.9996 1.9885 -2.2574
H 2.0401 0.8834 0.7170
H 0.2630 1.0776 -2.1380
C -3.2815 -1.8527 4.2742
C -4.1805 -0.6408 4.4121
O -4.8681 -0.6345 5.6644
C -4.3259 -0.1362 6.7943
C -2.8480 0.1781 6.8313
O -5.0227 -0.0167 7.7634
H -2.4943 -1.8563 5.0291
H -2.8141 -1.8686 3.2885
H -3.8622 -2.7662 4.4040
H -3.6386 0.2944 4.2624
H -4.9605 -0.6724 3.6531
H -2.3072 -0.6916 7.2046
H -2.6963 1.0074 7.5173
H -2.4292 0.4699 5.8713
C 6.6041 3.6578 0.1160
C 5.7046 4.2538 1.1785
O 4.5363 3.4570 1.3914
C 4.4980 2.4079 2.2258
C 5.7837 1.8464 2.7841
O 3.4369 1.8930 2.4522
H 6.9845 2.6803 0.4131
H 7.4539 4.3132 -0.0747
H 6.0488 3.5225 -0.8119
H 6.2297 4.4287 2.1182
H 5.3317 5.2202 0.8455
H 6.1300 1.0491 2.1278
H 5.5748 1.4290 3.7653
H 6.5750 2.5818 2.9064
C 0.7693 -0.9925 3.1014
C 0.7292 0.2767 3.9269
O -0.1956 0.1693 5.0186
C 0.1178 -0.3586 6.2136
C 1.4087 -1.1283 6.3725
O -0.6705 -0.2587 7.1133
H 1.1243 -1.8408 3.6875
H 1.4293 -0.8693 2.2424
H -0.2305 -1.2405 2.7440
H 1.7159 0.5737 4.2798
H 0.3593 1.0984 3.3160
H 1.2113 -2.1839 6.1923
H 1.7532 -1.0039 7.3955
H 2.2089 -0.7946 5.7161
```

Output
SMILES: COCN(C[C@H](COO)OCCCCSC(=S)N1CCOCC1)P(O)O.CCOC(C)=O.CCOC(C)=O.CCOC(C)=O
E_LUMO: -0.0173 hartree
E_HOMO: -8.23 eV
Frontier orbital gap: 7.758 eV

=====

C26H54Cl3N5O4PSiTl | ωB97M-V/def2-TZVPD

The geometry in XYZ format:
```
95
C26H54Cl3N5O4PSiTl (ωB97M-V/def2-TZVPD)
C -1.6265 -2.0794 -4.6773
C -1.3060 -2.7358 -3.3648
H -1.9694 -2.8210 -5.4113
H -0.7321 -1.5920 -5.1040
H -2.3945 -1.2976 -4.5578
C -0.8953 -4.0061 -3.2546
C -0.7235 -4.9228 -4.4124
H -0.6140 -4.3956 -2.2725
H -0.0997 -4.4722 -5.1948
H -1.6951 -5.1764 -4.8566
H -0.2289 -5.8455 -4.0949
Tl 0.2492 1.8255 -1.5131
Cl -1.8043 0.8175 -0.3834
Cl 2.6647 1.3272 -1.4080
H 1.8310 5.2867 2.7437
H -0.5950 5.0778 3.6199
C 1.4917 5.2820 1.7004
C -0.8764 5.3060 2.5815
N 0.1171 4.7995 1.6380
H 2.1036 4.6186 1.0879
C -0.2429 4.0888 0.5766
O 0.5326 3.9091 -0.4182
H -1.8444 4.8414 2.3594
H -1.2413 3.6266 0.6004
H 1.5523 6.3039 1.3002
H -0.9892 6.3977 2.4940
H 2.1793 -1.6077 -3.4792
H 1.4881 -4.0399 -2.5494
C 3.1559 -1.8087 -3.0263
C 2.5315 -4.0558 -2.2098
N 2.9873 -2.7092 -1.9027
H 3.5806 -0.8610 -2.6850
C 3.5860 -2.4543 -0.6944
O 3.9401 -1.3478 -0.2914
H 2.5904 -4.6707 -1.3053
H 3.7134 -3.3869 -0.0905
H 3.8036 -2.2797 -3.7784
H 3.1355 -4.5132 -3.0055
O -0.1348 -1.0891 -2.5882
C -1.1660 -1.7886 -2.1464
C 0.2855 -2.5588 -0.1503
C -0.9601 -2.4794 -0.7824
H 1.1082 -1.9260 -0.5150
C 0.4905 -3.4624 0.9010
H -2.0764 -1.1646 -2.0852
C -2.0485 -3.1588 -0.2416
H 1.4733 -3.5540 1.3945
C -0.5731 -4.2809 1.3196
C -1.8500 -4.1105 0.7571
H -3.0408 -2.9823 -0.6705
H -0.4147 -5.0373 2.0961
H -2.6890 -4.7279 1.0996
Si -0.9104 3.2518 -3.9492
Cl -0.2771 1.1634 -3.9470
C 0.6604 4.2080 -3.5566
C -2.1635 3.5262 -2.5888
C -1.4336 3.5934 -5.7059
H 0.7153 4.4832 -2.4945
H 0.5916 5.1185 -4.1668
H 1.5708 3.6538 -3.8179
H -0.7525 3.1005 -6.4097
H -1.3909 4.6799 -5.8653
H -2.4532 3.2363 -5.8951
H -2.4916 2.6095 -2.0646
H -3.0387 4.0087 -3.0656
H -1.7509 4.2197 -1.8349
C -1.7907 -1.5081 2.9718
N -1.5247 -0.1070 3.2701
C -2.6245 0.7924 2.9219
P 0.0279 0.5121 3.2765
O 0.3692 1.5155 2.2377
N 0.1798 1.1442 4.8269
C 1.1134 2.2301 5.0911
C -0.7362 0.8171 5.9048
N 0.9962 -0.8755 3.1877
C 1.1435 -1.7167 4.3720
C 2.2193 -0.7777 2.3862
H -2.7590 -1.6052 2.4568
H -1.8339 -2.1261 3.8850
H -1.0154 -1.9143 2.3058
H -2.4982 1.7759 3.3979
H -2.6780 0.9286 1.8246
H -3.5629 0.3362 3.2736
H 0.5658 3.1765 5.2599
H 1.7057 2.0079 5.9962
H 1.7981 2.3624 4.2426
H -1.7593 0.7199 5.5169
H -0.4685 -0.1255 6.4105
H -0.7107 1.6295 6.6482
H 1.9612 -2.4243 4.1888
H 1.3942 -1.1236 5.2652
H 0.2379 -2.3016 4.5730
H 2.0316 -0.2244 1.4570
H 3.0390 -0.2858 2.9398
H 2.5438 -1.7936 2.1246
```

Output
E_LUMO (alpha / beta): -0.0786 / -0.0783 hartree
E_HOMO (alpha / beta): -6.32 / -6.35 eV
ΔE to the lowest compared entry with this formula, charge and spin: 43.7 kJ/mol
Frontier orbital gap (alpha / beta): 4.181 / 4.216 eV

=====

| no. | total energy (Ha) |
| --- | --- |
| 1 | -1557.58544 |
| 2 | -50125.94575 |
| 3 | -4043.82008 |
| 4 | -3247.64199 |
| 5 | -3781.75849 |